1.
81
Properties=species:S:1:pos:R:3 method="wB97M-V/def2-TZVPD" charge=0 lumo_energy_ev=0.43 total_energy_ha=-4869.4741 gap_ev=9.663
C 2.941 -4.517 0.906
C 1.448 -4.450 0.324
Br 1.416 -5.712 -1.251
C 0.318 -4.887 1.395
C -0.113 -3.566 2.226
O 0.816 -3.043 2.902
O -1.436 -3.052 2.244
C -1.632 -2.023 1.242
N -1.175 -2.534 -0.075
C -3.235 -1.724 1.146
C -4.018 -2.757 0.200
C -4.174 -2.223 -1.328
S -3.637 -3.451 -2.613
C -0.962 -0.623 1.671
C -0.792 0.424 0.471
C 0.448 0.146 -0.505
C 1.862 -0.028 0.226
O 2.753 -0.670 -0.756
H 3.647 -4.340 0.031
H 3.212 -5.516 1.381
H 3.114 -3.660 1.658
H 1.205 -3.382 0.018
H -0.568 -5.420 0.922
H 0.815 -5.588 2.141
H -1.373 -3.531 -0.210
H -1.485 -1.955 -0.861
H -3.314 -0.696 0.647
H -3.684 -1.653 2.193
H -3.465 -3.751 0.221
H -5.091 -2.976 0.559
H -5.230 -1.810 -1.513
H -3.464 -1.323 -1.416
H -3.021 -4.531 -1.972
H -1.705 -0.143 2.414
H 0.017 -0.733 2.242
H -1.764 0.564 -0.135
H -0.597 1.447 0.961
H 0.293 -0.754 -1.211
H 0.533 1.067 -1.196
H 2.331 1.001 0.426
H 1.855 -0.714 1.135
H 2.313 -1.472 -1.122
C 3.675 0.743 -3.425
C 3.229 -0.299 -4.427
C 4.246 -0.585 -5.493
O 3.438 -0.990 -6.591
C 2.225 -0.389 -6.427
O 1.370 -0.353 -7.262
O 2.116 0.167 -5.188
H 4.642 0.487 -2.987
H 3.744 1.732 -3.889
H 2.943 0.827 -2.620
H 2.926 -1.216 -3.908
H 4.934 -1.382 -5.205
H 4.826 0.295 -5.790
C 3.967 5.405 3.057
C 3.523 4.361 2.055
C 4.543 4.075 0.990
O 3.737 3.670 -0.109
C 2.522 4.270 0.053
O 1.669 4.306 -0.784
O 2.412 4.827 1.292
H 4.934 5.148 3.496
H 4.037 6.392 2.592
H 3.234 5.490 3.862
H 3.219 3.444 2.573
H 5.230 3.278 1.280
H 5.123 4.955 0.694
C -6.668 2.710 2.874
C -5.396 3.214 2.226
C -5.124 2.607 0.881
O -3.705 2.658 0.801
C -3.238 2.632 2.081
O -2.093 2.466 2.380
O -4.250 2.816 2.976
H -7.526 2.827 2.208
H -6.576 1.658 3.157
H -6.868 3.264 3.794
H -5.405 4.309 2.176
H -5.577 3.180 0.069
H -5.442 1.563 0.800

2.
79
Properties=species:S:1:pos:R:3 method="wB97M-V/def2-TZVPD" e_above_lowest_kcal_mol=69.1 s_squared=6.018 charge=-1 lumo_energy_ev="2.62 / 2.62" spin_multiplicity=5 total_energy_ha=-4497.3049 gap_ev="6.345 / 6.708"
C 0.090 -4.472 -2.895
C 0.385 -3.020 -3.146
H -0.981 -4.612 -2.941
H 0.464 -4.869 -1.927
H 0.531 -5.085 -3.692
C 0.705 -2.587 -4.390
C 0.998 -3.462 -5.572
H 0.666 -1.529 -4.687
H 0.112 -3.935 -5.990
H 1.745 -4.234 -5.461
H 1.336 -2.774 -6.365
Cr -0.629 -0.439 3.311
Cl 1.418 -0.892 4.203
Cl -2.761 -0.907 3.626
H -2.574 3.939 5.775
H -1.590 1.854 7.534
C -2.787 3.129 5.056
C -2.354 1.497 6.833
N -2.051 1.934 5.484
H -2.509 3.437 4.042
C -1.086 1.393 4.725
O -0.714 1.813 3.607
H -2.434 0.418 6.922
H -0.639 0.449 5.203
H -3.870 2.902 5.102
H -3.314 1.951 7.119
H -2.736 0.739 -2.061
H 0.416 1.825 -2.900
C -2.624 1.816 -2.084
C -0.287 2.640 -2.648
N -1.279 2.207 -1.669
H -3.363 2.248 -1.406
C -0.929 2.199 -0.351
O -1.647 1.947 0.616
H 0.310 3.455 -2.200
H 0.152 2.471 -0.186
H -2.796 2.167 -3.104
H -0.801 2.984 -3.545
O -1.207 -1.617 -1.596
C 0.244 -2.176 -1.927
C 1.723 -0.229 -2.869
C 1.422 -1.158 -1.860
H 0.976 -0.076 -3.652
C 2.898 0.561 -2.900
H 0.328 -2.874 -1.088
C 2.439 -1.262 -0.887
H 3.011 1.339 -3.678
C 3.908 0.364 -1.963
C 3.674 -0.554 -0.921
H 2.199 -1.880 -0.013
H 4.825 0.960 -2.023
H 4.443 -0.673 -0.179
Si -2.706 -2.044 -1.211
Cl 0.255 -1.119 1.609
C -3.613 -0.759 -0.165
C -2.814 -3.335 0.150
C -3.399 -2.825 -2.695
H -2.920 -0.006 0.225
H -4.005 -1.202 0.776
H -4.479 -0.192 -0.530
H -3.520 -2.124 -3.527
H -4.314 -3.423 -2.592
H -2.596 -3.520 -2.989
H -2.952 -2.948 1.165
H -1.902 -3.930 0.203
H -3.628 -4.044 -0.019
C 4.511 3.236 0.424
N 3.893 2.814 1.666
C 4.455 2.857 2.930
C 3.639 2.125 3.744
N 2.619 1.627 2.978
C 2.790 2.009 1.681
S 2.057 1.456 0.318
H 5.123 2.453 -0.019
H 3.729 3.493 -0.294
H 5.136 4.107 0.630
H 5.389 3.327 3.115
H 3.705 1.843 4.778
H 2.090 0.799 3.265